This record from the OMol25 dataset describes one molecule with the formula C5H6O2. The level of theory is the ωB97M-V functional and the def2-TZVPD basis.

XYZ file:
```
13
C5H6O2 | the OMol25 dataset | the ωB97M-V functional and the def2-TZVPD basis
C -1.819 0.672 -0.172
C -0.380 0.446 0.215
O -0.122 -0.925 0.656
C 0.641 0.296 -0.927
O 0.898 0.938 -1.902
C 1.211 -0.924 -0.277
C 2.133 -1.332 0.557
H -2.467 0.640 0.709
H -2.150 -0.092 -0.881
H -1.913 1.654 -0.646
H -0.021 1.154 0.971
H 0.789 -1.180 1.336
H 3.200 -1.346 0.362
```

The calculation puts the relative energy (zero: lowest compared OMol25 entry of this formula, charge and spin) at 5.3022 eV. The calculated total energy comes out at -9371.7934 eV. The total charge is 0. The highest occupied orbital energy is -9.37 eV.

This record from the OMol25 dataset describes a 2-piece molecular cluster, C6H6N2 overall in a non-equilibrium geometry. The level of theory is the ωB97M-V functional and the def2-TZVPD basis.

XYZ file:
```
14
C6H6N2 | the OMol25 dataset | the ωB97M-V functional and the def2-TZVPD basis
C -0.744 -1.399 -0.415
C -1.944 0.793 0.157
C 0.980 -0.256 1.975
C 0.707 0.299 0.782
C 0.314 0.279 -1.773
C -0.103 -0.167 -0.385
N -1.201 -2.458 -0.434
N -2.840 1.467 0.367
H 1.612 0.116 2.748
H 0.594 -1.135 2.254
H 1.346 1.109 0.690
H -0.565 0.309 -2.321
H 0.648 1.379 -1.667
H 1.197 -0.335 -1.977
```

The calculation puts the relative energy (zero: lowest compared OMol25 entry of this formula, charge and spin) at 4.1053 eV. The calculated total energy comes out at -9294.6392 eV. The total charge is 0. The highest occupied orbital energy is -10.68 eV.

This record from the OMol25 dataset describes C3HO3Yb as an isolated structure in a non-equilibrium geometry. The level of theory is the ωB97M-V functional and the def2-TZVPD basis.

XYZ file:
```
8
C3HO3Yb | the OMol25 dataset | the ωB97M-V functional and the def2-TZVPD basis
O 0.502 -0.167 -1.660
Yb -1.286 -0.014 -0.300
O -2.247 0.211 1.874
C -2.604 0.316 2.982
O -2.870 0.444 4.087
C 2.888 -0.255 -2.318
H 3.912 -0.292 -2.636
C 1.704 -0.242 -2.030
```

The calculation puts the relative energy (zero: lowest compared OMol25 entry of this formula, charge and spin) at 0.0000 eV. The calculated total energy comes out at -40790.6613 eV. The total charge is +1. The highest occupied orbital energy is -10.97 eV.

This record from the OMol25 dataset describes C26H31BrN6O5SSiV as an isolated structure in a non-equilibrium geometry. The level of theory is the ωB97M-V functional and the def2-TZVPD basis.

XYZ file:
```
72
C26H31BrN6O5SSiV | the OMol25 dataset | the ωB97M-V functional and the def2-TZVPD basis
V 0.267 -0.005 0.321
O 5.803 0.085 5.418
N 4.608 -0.096 5.402
O 3.899 -0.286 6.368
C 3.970 -0.153 4.063
C 4.778 -0.474 3.029
C 4.271 -0.573 1.700
C 5.055 -0.914 0.584
C 4.454 -0.991 -0.649
C 3.093 -0.708 -0.772
N 2.333 -0.360 0.258
C 2.915 -0.317 1.480
C 2.063 0.017 2.575
N 0.765 0.225 2.246
C -0.071 0.591 3.214
C 0.336 0.730 4.534
C 1.644 0.486 4.886
C 2.564 0.113 3.884
H 5.827 -0.661 3.211
H 6.114 -1.105 0.705
H 5.021 -1.264 -1.527
H 2.617 -0.760 -1.742
H -1.096 0.784 2.931
H -0.391 1.022 5.279
H 1.962 0.575 5.911
C -2.797 2.407 -2.192
N -1.823 2.760 -1.157
C -2.449 2.987 0.150
C -0.500 2.619 -1.300
S 0.489 2.263 0.133
N 0.102 2.828 -2.458
C -0.536 3.515 -3.580
C 1.508 2.505 -2.704
H -3.389 1.562 -1.834
H -2.325 2.112 -3.123
H -3.468 3.243 -2.384
H -3.451 3.375 -0.022
H -1.890 3.717 0.726
H -2.527 2.060 0.716
H -1.377 4.116 -3.245
H -0.862 2.813 -4.349
H 0.198 4.186 -4.024
H 1.855 1.733 -2.031
H 2.129 3.394 -2.584
H 1.603 2.144 -3.727
Br -1.845 -5.485 -4.552
C -1.603 -3.659 -4.154
C -2.166 -2.685 -4.981
N -2.024 -1.388 -4.744
C -1.320 -1.005 -3.694
C -0.731 -1.905 -2.808
C -0.879 -3.267 -3.045
C -0.028 -1.379 -1.619
O 0.303 -2.075 -0.639
O 0.209 -0.106 -1.584
H -2.744 -2.967 -5.853
H -1.220 0.061 -3.524
H -0.438 -3.996 -2.378
C -1.615 -2.393 2.528
Si -2.523 -1.340 1.257
C -3.886 -0.229 1.913
C -3.076 -2.384 -0.195
O -1.278 -0.312 0.697
H -2.094 -3.371 2.604
H -1.596 -1.962 3.530
H -0.587 -2.558 2.195
H -4.586 -0.855 2.472
H -4.450 0.247 1.110
H -3.535 0.551 2.591
H -3.937 -2.986 0.103
H -2.277 -3.066 -0.489
H -3.364 -1.788 -1.063
```

The calculation puts the relative energy (zero: lowest compared OMol25 entry of this formula, charge and spin) at 0.0000 eV. The calculated total energy comes out at -161075.2005 eV. The total charge is +2. The expectation value of S² is 0.761. Its spin multiplicity is 2. The highest occupied orbital energy (alpha / beta) is -13.98 / -13.98 eV.